No. 1
{"formula": "C41H34BF5N3OPtS7Te", "method": "ωB97M-V/def2-TZVPD", "symbols": ["Pt", "F", "C", "C", "F", "C", "F", "C", "S", "C", "F", "C", "F", "S", "C", "N", "C", "C", "C", "C", "C", "C", "H", "H", "H", "H", "H", "B", "C", "N", "H", "H", "H", "C", "S", "C", "C", "S", "S", "C", "S", "S", "H", "H", "H", "C", "C", "C", "C", "C", "C", "Te", "N", "C", "O", "C", "C", "C", "C", "C", "C", "C", "C", "C", "C", "C", "C", "C", "C", "C", "C", "H", "H", "H", "H", "H", "H", "H", "H", "H", "H", "H", "H", "H", "H", "H", "H", "H", "H", "H", "H", "H", "H", "H"], "positions_angstrom": [[2.0365, -0.4948, 0.9143], [0.8859, 5.5220, 4.7573], [0.8428, 4.2834, 4.2604], [1.3800, 4.0226, 2.9728], [1.9315, 5.0893, 2.3636], [1.2997, 2.7686, 2.4039], [1.7500, 2.5369, 1.1582], [0.7232, 1.6990, 3.0924], [0.6100, 0.0115, 2.6594], [0.2586, 1.9231, 4.3959], [-0.2551, 0.9492, 5.1369], [0.3596, 3.1898, 4.9552], [-0.0874, 3.4031, 6.1707], [4.9757, -2.4198, -2.1665], [4.2906, -1.8752, -0.7000], [3.1839, -1.2615, -0.7647], [2.7261, -1.2089, -2.0873], [1.5502, -0.6014, -2.4925], [1.3067, -0.5679, -3.8489], [2.1723, -1.1295, -4.7799], [3.3338, -1.7320, -4.3790], [3.5992, -1.7331, -3.0154], [4.8407, -1.9624, 0.2356], [0.8449, -0.1255, -1.8325], [0.3477, -0.1000, -4.1952], [1.8445, -1.1343, -5.8238], [4.0083, -2.2923, -5.0500], [6.2400, 0.4876, 2.9115], [4.7761, 0.0004, 2.5460], [3.7735, -0.4693, 2.1778], [6.6837, 1.1332, 1.9436], [6.9497, -0.5029, 3.0763], [6.2278, 1.1866, 3.8855], [4.5009, 2.0701, -4.8311], [5.1931, 1.1810, -3.4191], [5.3878, 2.4608, -2.2552], [4.3074, 3.2239, -1.6820], [2.7372, 3.0263, -2.1060], [4.8442, 4.3051, -0.3952], [6.5245, 3.8805, -0.3551], [7.5990, 4.4250, 0.6935], [6.9418, 2.6829, -1.5658], [4.9883, 1.6718, -5.6923], [4.7092, 3.1384, -4.7201], [3.4123, 1.8911, -4.9124], [-7.7717, 2.4089, 2.7104], [-6.5109, 1.6586, 2.4352], [-5.2601, 2.1701, 2.8072], [-4.1066, 1.5266, 2.4544], [-2.7912, 2.0908, 2.9112], [-4.1672, 0.2891, 1.7729], [-2.3106, -0.6250, 1.2579], [-0.0127, -2.0060, -0.3519], [0.6588, -2.8758, 0.2551], [1.5448, -2.6346, 1.1855], [0.3492, -4.3329, -0.1653], [0.6267, -5.3344, 0.8009], [0.5194, -6.6779, 0.4391], [-0.0463, -7.0184, -0.7780], [-0.5055, -6.0468, -1.6587], [-0.2846, -4.7220, -1.3540], [-2.6035, -0.6220, -0.8041], [-2.5436, -1.8555, -1.4306], [-2.6715, -1.9851, -2.7827], [-2.7118, -0.8636, -3.6022], [-2.7381, 0.3743, -2.9662], [-2.6849, 0.5383, -1.5788], [-2.7626, 1.9541, -1.0169], [-5.3823, -0.2591, 1.4449], [-5.5507, -1.5045, 0.6299], [-6.5318, 0.4706, 1.7564], [-8.0547, 2.2760, 3.7627], [-8.5198, 2.1270, 2.0101], [-7.6160, 3.4665, 2.5619], [-5.2028, 3.0907, 3.3719], [-2.9829, 3.0193, 3.4934], [-2.1804, 2.3853, 2.0617], [-2.2198, 1.3940, 3.5179], [0.9537, -5.0435, 1.8118], [0.8389, -7.4535, 1.1256], [-0.1581, -8.0543, -1.0488], [-1.0301, -6.2865, -2.5490], [-0.6195, -3.9430, -2.0280], [-2.4578, -2.7114, -0.7685], [-2.6913, -2.9992, -3.2154], [-2.8105, -0.9276, -4.6715], [-2.8555, 1.2923, -3.5583], [-3.2640, 2.6476, -1.7135], [-1.7880, 2.3947, -0.8857], [-3.2781, 2.0927, -0.0254], [-4.9127, -2.3213, 1.0068], [-5.3207, -1.3357, -0.3999], [-6.6507, -1.8257, 0.6058], [-7.4860, 0.0448, 1.5219]], "forces_ev_per_a": [[0.3, -0.5, 0.2], [-0.1, -0.9, -0.1], [0.8, -0.9, -1.5], [-0.2, 1.4, 0.7], [-0.2, -0.8, -0.2], [0.0, -0.3, -0.5], [0.0, 0.4, 0.4], [-0.3, -0.8, 1.2], [-0.1, 0.4, -0.7], [0.6, 1.1, -0.4], [0.0, 0.0, 0.0], [-0.4, 0.5, 0.0], [-0.4, 0.0, 1.1], [-0.3, 0.2, -0.4], [1.9, -0.4, 0.9], [-1.6, 0.9, -0.5], [-0.3, 0.8, 0.6], [-0.1, 0.4, -0.8], [-1.6, 0.7, 0.0], [-0.6, -0.1, -0.9], [0.8, -0.9, -0.2], [0.7, -0.9, 0.2], [-0.2, -0.2, -0.1], [0.1, -0.1, 0.3], [1.1, -0.5, 0.3], [0.4, 0.0, 0.3], [-0.5, 0.6, 0.2], [0.6, 0.1, -0.4], [-0.4, -0.6, -0.5], [0.8, 0.7, 0.2], [-0.4, -0.3, 0.3], [-0.4, 0.2, 0.0], [-0.1, 0.1, 0.2], [-1.1, 0.3, 0.4], [0.3, 0.2, 0.2], [-0.5, 0.4, 0.7], [1.2, -0.6, -0.3], [-0.5, 0.2, 0.0], [-0.3, 0.1, -0.1], [-0.5, -0.6, -0.5], [0.6, 0.4, 0.5], [-0.2, 0.0, -0.2], [0.4, -0.1, -0.7], [-0.1, -0.3, -0.1], [0.6, 0.2, 0.1], [0.7, 0.3, 0.8], [0.7, 0.5, -0.1], [-0.8, 0.1, -0.1], [0.6, -0.8, 0.4], [-0.4, 1.1, 0.2], [0.9, 0.9, 0.3], [-0.1, -0.5, 0.3], [-0.3, 1.2, -0.1], [-0.3, -2.1, -0.2], [-0.3, -0.1, -0.4], [0.2, -0.7, 1.7], [0.4, 0.5, -0.5], [-0.3, 0.4, 0.3], [-0.1, -0.2, -0.3], [0.5, 0.2, 1.0], [0.3, 1.2, 0.3], [0.3, 0.9, -0.6], [-0.5, -0.3, 1.2], [0.3, -1.1, -1.3], [-0.4, 0.5, 1.1], [-0.1, 0.7, -0.6], [-0.5, 0.3, 0.3], [-0.8, 0.4, 0.4], [-0.6, 0.0, -0.7], [-1.5, -0.9, 0.7], [0.0, -0.4, 0.3], [-0.3, -0.1, -0.3], [-0.9, -0.5, -0.2], [0.1, 0.4, 0.0], [0.0, 0.1, 0.0], [0.2, -0.6, -0.2], [0.3, 0.0, -0.2], [0.0, -0.1, 0.1], [0.1, -0.1, -0.7], [-0.1, 0.1, 0.0], [0.0, -0.3, 0.0], [-0.3, -0.4, -0.7], [0.1, 0.0, -0.1], [0.0, -0.2, -0.4], [0.0, 0.6, 0.2], [0.1, -0.1, -0.2], [0.2, -0.4, 0.1], [0.0, -0.5, 0.1], [0.7, -0.1, 0.1], [0.4, -0.6, -1.0], [-0.3, 0.2, -0.2], [0.5, 0.2, -0.7], [1.6, 0.3, 0.4], [-0.4, -0.2, -0.3]], "mulliken_charge": [2.190, -0.286, 0.182, 0.234, -0.318, -0.170, -0.102, 1.025, -0.454, -0.450, -0.373, 0.655, -0.327, -0.230, -0.172, -0.120, -0.062, -0.707, -0.806, -0.719, -0.510, 0.877, 0.406, 0.669, 0.299, 0.417, 0.410, 0.197, 0.172, -0.779, -0.152, -0.153, -0.157, -0.895, 0.175, -0.229, 0.163, -0.132, -0.021, 0.121, -0.153, -0.030, 0.417, 0.350, 0.206, -1.548, 0.409, -1.062, 1.315, -1.403, -0.012, 0.688, 0.017, 0.443, -1.107, -0.050, -0.469, -0.620, -0.307, -0.885, 0.057, 0.464, -0.911, -0.731, -0.921, -0.648, 0.836, -1.230, 0.941, -1.349, -1.120, 0.299, 0.423, 0.389, 0.386, 0.389, 0.316, 0.181, 0.383, 0.401, 0.382, 0.456, 0.390, 0.797, 0.452, 0.475, 0.341, 0.449, 0.282, 0.049, 0.309, 0.283, 0.347, 0.365], "lumo_energy_ev": [-0.13, -3.24], "largest_force_ev_per_a": 2.1, "e_above_lowest_kcal_mol": 2.88, "spin_multiplicity": 6, "e_homo_ev": [-7.92, -8.19], "gap_ha": [0.2864, 0.1819]}

No. 2
{"formula": "C5H10BiO4", "method": "ωB97M-V/def2-TZVPD", "symbols": ["O", "C", "C", "O", "C", "C", "O", "C", "H", "H", "H", "H", "H", "H", "H", "H", "H", "Bi", "O", "H"], "positions_angstrom": [[1.7583, -1.2930, -1.8919], [0.5726, -1.4636, -2.4644], [-0.5882, -1.3797, -1.7754], [0.8412, -1.6466, 1.8914], [-1.2213, -0.5462, 0.9859], [-0.5889, 0.7859, 1.3458], [0.6267, 1.0139, 0.6208], [0.6943, 2.2490, -0.0856], [0.5517, -1.8476, -3.4937], [-1.5793, -1.5900, -2.1793], [-1.8592, -0.9137, 1.8028], [-2.0196, -0.2670, 0.2767], [-1.3012, 1.6098, 1.2131], [-0.2660, 0.7565, 2.3947], [1.4318, 2.1119, -0.8836], [-0.2869, 2.4972, -0.5139], [1.0265, 3.0396, 0.6003], [1.5244, -0.7659, -0.0211], [-0.4660, -1.3119, -0.4009], [1.1491, -1.0387, 2.5784]], "forces_ev_per_a": [[-0.3, -1.0, -3.4], [-1.5, -0.8, -1.0], [-0.9, -0.2, -1.6], [-0.3, 0.4, -0.9], [-3.5, 2.4, -3.5], [0.9, -0.4, 1.7], [-2.2, 2.2, 0.5], [0.2, 1.1, -0.5], [0.0, 0.5, 0.3], [0.4, 0.1, 0.2], [1.6, -1.7, -0.1], [0.1, 0.0, 0.2], [0.2, -0.3, -0.2], [-0.4, 0.1, -0.2], [-0.1, 0.2, 0.1], [0.4, -0.1, 0.0], [-0.1, -0.2, -0.2], [4.9, -1.7, 5.1], [0.6, -0.4, 3.4], [0.1, -0.3, 0.1]], "mulliken_charge": [-0.674, -0.046, -0.196, -0.754, -0.297, -0.306, -0.329, -0.620, 0.397, 0.381, 0.317, 0.416, 0.417, 0.266, 0.254, 0.378, 0.278, 1.299, -0.466, 0.286], "lumo_energy_ev": -4.59, "largest_force_ev_per_a": 7.2, "spin_multiplicity": 1, "total_charge": 1, "e_homo_ev": -12.68, "gap_ha": 0.2973}

No. 3
{"formula": "C30H39AlClPSi2", "method": "ωB97M-V/def2-TZVPD", "symbols": ["C", "C", "C", "H", "C", "C", "H", "H", "H", "H", "Al", "Cl", "P", "C", "C", "H", "C", "H", "C", "H", "C", "H", "C", "H", "C", "C", "H", "C", "H", "C", "H", "C", "H", "C", "H", "C", "C", "H", "C", "H", "C", "H", "C", "H", "C", "H", "C", "Si", "C", "C", "C", "Si", "C", "C", "C", "H", "H", "H", "H", "H", "H", "H", "H", "H", "H", "H", "H", "H", "H", "H", "H", "H", "H", "H"], "positions_angstrom": [[-0.5006, -0.2751, 2.9087], [-1.1208, 0.9941, 2.7812], [-2.4036, 0.8181, 2.2285], [-0.7052, 1.9252, 3.1559], [-2.6620, -0.5441, 2.0345], [-1.4854, -1.2654, 2.4573], [-1.4811, -2.3046, 2.7725], [0.3777, -0.4956, 3.5056], [-3.1202, 1.6195, 2.0336], [-3.5973, -1.0040, 1.7156], [-0.5178, -0.7898, 0.6157], [-1.9260, -1.4942, -0.8964], [-0.7641, 1.6954, -0.5766], [-2.4041, 2.4990, -0.7765], [-2.6044, 3.8924, -0.7305], [-1.7791, 4.5697, -0.5154], [-3.8777, 4.4306, -0.9613], [-4.0197, 5.5135, -0.9137], [-4.9664, 3.6018, -1.2553], [-5.9601, 4.0284, -1.4389], [-4.7672, 2.2132, -1.3204], [-5.6058, 1.5563, -1.5570], [-3.5024, 1.6709, -1.0846], [-3.3603, 0.5895, -1.1419], [0.2799, 3.0485, 0.0757], [-0.0958, 3.7095, 1.2617], [-1.0569, 3.5029, 1.7342], [0.7665, 4.6414, 1.8573], [0.4911, 5.1054, 2.8022], [1.9800, 4.9807, 1.2365], [2.6472, 5.7211, 1.6955], [2.3262, 4.3661, 0.0281], [3.2617, 4.6310, -0.4676], [1.4937, 3.3998, -0.5464], [1.7859, 2.9298, -1.4854], [-0.2211, 1.6124, -2.3189], [-0.6757, 2.4949, -3.3106], [-1.4125, 3.2577, -3.0831], [-0.1798, 2.3854, -4.6231], [-0.5244, 3.0743, -5.3913], [0.7445, 1.3845, -4.9517], [1.1213, 1.2816, -5.9773], [1.2042, 0.5093, -3.9573], [1.9142, -0.2758, -4.2092], [0.7500, 0.6421, -2.6367], [1.1346, -0.0272, -1.8691], [3.0875, -1.9494, 2.5335], [1.5453, -2.9986, 2.3097], [1.9342, -4.8454, 2.1244], [0.7260, -3.1123, 4.0199], [0.5356, -2.4664, 0.7754], [1.2593, -3.2152, -0.8235], [0.3277, -4.8569, -0.8592], [0.9826, -2.6090, -2.5841], [3.1437, -3.2696, -0.7511], [3.6989, -2.3679, 3.3514], [2.8404, -0.9108, 2.8002], [3.7077, -1.9224, 1.6280], [2.5594, -5.1352, 2.9857], [0.9991, -5.4259, 2.1742], [2.4608, -5.1247, 1.2040], [0.4820, -2.1659, 4.5147], [-0.1853, -3.7291, 4.0058], [1.4517, -3.6291, 4.6737], [-0.3685, -3.1435, 0.9019], [-0.7419, -4.6532, -1.0330], [0.7272, -5.4483, -1.6984], [0.4167, -5.4309, 0.0708], [1.6827, -1.8246, -2.9055], [1.1794, -3.4822, -3.2298], [-0.0448, -2.2738, -2.7785], [3.5529, -2.2523, -0.8567], [3.5780, -3.7083, 0.1566], [3.4803, -3.8690, -1.6137]], "forces_ev_per_a": [[-1.3, 0.2, -0.2], [0.1, -0.5, 0.2], [-0.5, 0.6, 0.1], [0.0, -0.3, -0.3], [1.0, -0.3, 0.9], [-0.8, 1.2, 0.8], [0.2, 0.2, -0.6], [0.0, 0.1, -0.5], [0.3, -0.3, -0.1], [0.4, 0.2, -0.1], [-0.7, -0.8, 0.8], [-0.2, 0.1, -0.6], [0.2, 0.3, -0.1], [-0.7, 0.0, 0.0], [-0.2, -0.3, 0.0], [-0.2, -0.2, 0.0], [-0.1, -0.1, -0.1], [0.1, -0.4, 0.0], [0.3, -0.3, 0.0], [0.5, -0.2, 0.1], [0.1, 0.4, 0.0], [0.3, 0.2, 0.1], [0.0, 0.1, 0.1], [-0.1, 0.3, 0.1], [0.3, 0.4, 0.2], [0.6, 0.2, 0.1], [0.3, 0.0, -0.2], [0.1, -0.1, -0.5], [0.0, 0.0, -0.2], [-0.3, -0.3, 0.0], [-0.3, -0.4, -0.2], [-0.1, 0.0, 0.2], [-0.3, -0.1, 0.1], [-0.2, 0.1, 0.4], [-0.1, 0.1, 0.3], [0.6, -0.4, -0.3], [0.5, -0.4, -0.5], [0.1, -0.1, 0.0], [0.1, -0.3, 0.5], [0.0, -0.1, 0.2], [0.0, 0.0, 0.4], [-0.2, 0.1, 0.5], [-0.2, 0.5, 0.2], [-0.1, 0.2, 0.0], [-0.4, 0.4, -0.7], [-0.1, 0.1, -0.1], [0.3, 0.0, 0.1], [-0.2, -0.2, -0.5], [0.4, 0.0, 0.1], [-0.1, 0.2, 0.2], [0.6, -0.2, -0.2], [-0.4, -0.4, 0.8], [0.5, -0.3, -0.3], [-0.1, 0.4, -0.3], [0.2, -0.4, -0.1], [-0.1, 0.2, -0.2], [0.0, -0.2, -0.1], [-0.1, 0.0, 0.2], [-0.2, 0.0, -0.3], [0.3, 0.2, 0.0], [-0.1, 0.0, 0.3], [0.0, -0.3, -0.1], [0.2, 0.1, 0.0], [-0.2, 0.1, -0.3], [0.6, 0.9, -0.3], [0.4, 0.0, -0.1], [-0.3, -0.1, 0.2], [0.0, 0.1, -0.3], [-0.2, -0.3, 0.2], [-0.1, 0.2, 0.2], [0.3, -0.1, 0.0], [-0.1, -0.2, -0.1], [-0.1, 0.1, -0.3], [0.1, 0.2, 0.2]], "mulliken_charge": [-0.453, -1.042, -0.265, 0.736, -1.261, 0.212, 0.675, 0.514, 0.521, 0.439, 0.778, -0.493, 1.147, 0.284, -0.377, 0.471, -0.638, 0.399, -0.557, 0.356, -0.643, 0.424, -0.362, 0.233, 0.445, -0.550, 0.839, -1.003, 0.416, -0.583, 0.366, -0.636, 0.411, -0.762, 0.343, 0.179, -0.264, 0.409, -0.727, 0.415, -0.658, 0.375, -0.804, 0.424, 0.013, 0.313, -1.063, 0.491, -1.294, -1.217, -0.047, 0.514, -1.180, -0.751, -1.232, 0.392, 0.313, 0.360, 0.379, 0.303, 0.344, 0.382, 0.342, 0.431, -0.174, 0.282, 0.388, 0.287, -0.233, 0.498, 0.359, 0.325, 0.362, 0.379], "lumo_energy_ev": 0.01, "largest_force_ev_per_a": 1.7, "spin_multiplicity": 1, "e_homo_ev": -7.78, "gap_ha": 0.2865}

No. 4
{"formula": "C2H9N2O", "method": "ωB97M-V/def2-TZVPD", "symbols": ["C", "C", "N", "N", "H", "H", "H", "H", "H", "H", "H", "H", "H", "O"], "positions_angstrom": [[0.9421, 0.7169, 0.0103], [0.5251, 0.0630, -1.1668], [1.2816, -0.8628, -1.7314], [-0.0699, 1.1596, 0.9815], [1.9071, 0.6411, 0.4996], [-0.3332, 0.4735, -1.6852], [1.6385, -1.6868, -1.2280], [0.9501, -1.2314, -2.6331], [0.0817, 0.7634, 1.9213], [0.0061, 2.1879, 1.0837], [-1.0887, 0.9701, 0.7374], [-2.6979, -1.3525, 1.1940], [-1.1690, -1.1091, 0.8201], [-1.9737, -0.7330, 1.1965]], "forces_ev_per_a": [[-0.8, -1.3, 1.7], [1.4, 0.3, -0.2], [-2.1, -1.1, -0.4], [-0.8, 1.4, -0.9], [0.3, 0.0, -0.5], [-0.2, -0.1, -0.4], [1.1, 0.9, 0.4], [0.1, 0.5, -0.1], [0.1, -0.1, 0.0], [0.0, 0.0, 0.2], [0.7, -0.3, 0.2], [-0.3, -0.6, -0.1], [-0.8, -1.0, 0.2], [1.3, 1.5, -0.2]], "mulliken_charge": [-0.228, -0.014, -0.251, -0.317, 0.434, 0.422, 0.354, 0.352, 0.420, 0.404, 0.405, 0.346, 0.311, -0.637], "lumo_energy_ev": [-10.15, -13.03], "largest_force_ev_per_a": 2.4, "e_above_lowest_kcal_mol": 35.83, "spin_multiplicity": 2, "total_charge": 2, "e_homo_ev": [-20.33, -20.33], "gap_ha": [0.3741, 0.2682]}

No. 5
{"formula": "C4H11NO2", "method": "ωB97M-V/def2-TZVPD", "symbols": ["C", "C", "O", "C", "H", "H", "H", "H", "H", "H", "H", "H", "N", "C", "O", "H", "H", "H"], "positions_angstrom": [[0.8511, 1.6687, 0.6733], [1.4638, 0.3132, 0.3635], [0.5704, -0.4607, -0.4081], [1.1034, -1.7055, -0.7630], [0.6539, 2.2064, -0.2536], [-0.0922, 1.5531, 1.2114], [1.5450, 2.2480, 1.2753], [2.4080, 0.4418, -0.1881], [1.6874, -0.2224, 1.3021], [0.3064, -2.2704, -1.2532], [1.4432, -2.2608, 0.1093], [1.9466, -1.5925, -1.4660], [-2.3781, -0.6780, -0.1808], [-2.3582, 0.6639, -0.0521], [-2.6090, 1.2606, 0.9646], [-2.4521, -1.2325, 0.6597], [-1.9524, -1.1065, -0.9858], [-2.1374, 1.1738, -1.0083]], "forces_ev_per_a": [[-0.1, -0.4, -0.2], [0.2, 0.2, 0.3], [-0.2, 0.3, 0.0], [0.0, 0.0, -0.4], [0.0, 0.1, 0.0], [0.1, 0.1, 0.0], [0.0, 0.1, 0.1], [0.0, -0.1, 0.1], [0.0, 0.1, -0.2], [0.1, 0.0, 0.0], [0.1, -0.1, 0.2], [-0.1, -0.1, 0.2], [-0.2, -0.5, 0.0], [-0.1, 0.0, -0.5], [0.0, 0.2, 0.4], [0.0, 0.1, -0.1], [0.0, 0.1, 0.1], [0.1, 0.0, 0.1]], "mulliken_charge": [-1.137, -0.238, -0.201, -0.752, 0.290, 0.241, 0.374, 0.308, 0.298, 0.202, 0.333, 0.291, -0.348, 0.110, -0.561, 0.234, 0.227, 0.328], "lumo_energy_ev": 0.84, "largest_force_ev_per_a": 0.5, "e_above_lowest_kcal_mol": 25.17, "spin_multiplicity": 1, "smiles": "CCOC.NC=O", "e_homo_ev": -9.84, "gap_ha": 0.3922}

No. 6
{"formula": "CH5N2S", "method": "ωB97M-V/def2-TZVPD", "symbols": ["N", "C", "N", "S", "H", "H", "H", "H", "H"], "positions_angstrom": [[0.9898, -1.2354, -0.2658], [0.0065, -0.3743, -0.3714], [0.0380, 0.7661, 0.3083], [-1.4860, 1.7084, -0.0724], [1.3020, -1.9583, -0.9212], [1.6870, -1.0514, 0.4634], [-0.8925, -0.4987, -0.9396], [0.7503, 1.1882, 0.8857], [-2.3951, 1.4554, 0.9131]], "forces_ev_per_a": [[1.1, -0.3, 0.3], [1.8, 0.5, 1.3], [-3.8, 0.3, -0.9], [1.1, 0.4, 0.2], [-1.0, 0.3, 0.2], [-0.3, 0.0, -0.5], [0.0, -0.5, -0.7], [0.2, -0.3, 0.0], [0.9, -0.4, 0.2]], "mulliken_charge": [-0.305, 0.243, -0.304, -0.092, 0.269, 0.253, 0.399, 0.302, 0.234], "lumo_energy_ev": -4.31, "largest_force_ev_per_a": 3.9, "e_above_lowest_kcal_mol": 13.79, "spin_multiplicity": 1, "total_charge": 1, "smiles": "N/C=[NH+]/S", "e_homo_ev": -14.82, "gap_ha": 0.3864}